{"formula": "C40H80N4O22P4S3", "method": "the ωB97M-V functional and the def2-TZVPD basis", "elements": ["C", "O", "P", "O", "O", "C", "O", "C", "H", "H", "H", "H", "H", "H", "H", "H", "H", "C", "O", "P", "O", "O", "C", "O", "C", "H", "H", "H", "H", "H", "H", "H", "H", "H", "C", "O", "P", "O", "O", "C", "O", "C", "H", "H", "H", "H", "H", "H", "H", "H", "H", "C", "O", "P", "O", "O", "C", "O", "C", "H", "H", "H", "H", "H", "H", "H", "H", "H", "O", "S", "O", "C", "C", "C", "C", "H", "H", "H", "H", "H", "H", "H", "H", "O", "S", "O", "C", "C", "C", "C", "H", "H", "H", "H", "H", "H", "H", "H", "O", "S", "O", "C", "C", "C", "C", "H", "H", "H", "H", "H", "H", "H", "H", "C", "C", "C", "N", "C", "H", "H", "H", "H", "H", "C", "C", "C", "N", "C", "H", "H", "H", "H", "H", "C", "C", "C", "N", "C", "H", "H", "H", "H", "H", "C", "C", "C", "N", "C", "H", "H", "H", "H", "H"], "xyz": [[6.77650, 5.87157, -1.54436], [5.58953, 5.09858, -1.39513], [4.70442, 5.16386, -0.07910], [4.15838, 6.45567, 0.28824], [3.53154, 4.10525, -0.32235], [3.72722, 2.79168, -0.81334], [5.65463, 4.45478, 0.99998], [5.18336, 4.25804, 2.31545], [6.56733, 6.79846, -2.07939], [7.51722, 5.29194, -2.08921], [7.16765, 6.15004, -0.56331], [3.16003, 2.08043, -0.21725], [4.77634, 2.48449, -0.79807], [3.43195, 2.73117, -1.86161], [6.08408, 3.99035, 2.88714], [4.62966, 3.32252, 2.44053], [4.74748, 5.07660, 2.88329], [-9.30438, 1.86248, -1.54916], [-8.63845, 1.39739, -0.39667], [-7.19095, 0.71669, -0.54480], [-6.68057, -0.04658, 0.60995], [-7.31794, -0.19436, -1.86163], [-7.96927, -1.45747, -1.84125], [-6.27106, 1.94365, -0.96436], [-5.04960, 1.64561, -1.65625], [-9.81478, 2.80803, -1.35346], [-10.05095, 1.12077, -1.84808], [-8.66983, 2.07280, -2.41441], [-7.94994, -1.93751, -0.86046], [-7.41270, -2.06800, -2.54711], [-9.02332, -1.38333, -2.11493], [-4.22532, 2.11959, -1.13016], [-5.08100, 2.19605, -2.59970], [-4.79258, 0.62032, -1.91348], [8.28625, -1.68477, 1.46464], [7.61050, -1.81007, 2.73427], [6.01873, -1.97672, 2.73400], [5.50431, -2.99003, 1.79817], [5.67318, -2.24743, 4.25547], [6.05054, -3.42122, 4.96336], [5.41283, -0.52548, 2.48409], [4.02865, -0.29350, 2.46344], [9.10229, -1.01097, 1.71483], [7.63010, -1.27252, 0.69699], [8.62748, -2.64316, 1.07623], [6.54639, -4.14943, 4.31389], [5.12272, -3.94693, 5.20390], [6.65738, -3.17417, 5.82784], [3.68154, 0.33468, 3.28324], [3.41591, -1.18455, 2.30522], [3.72868, 0.29405, 1.58275], [-2.00771, -1.07419, 4.76358], [-1.16237, -1.85885, 3.93902], [0.34711, -2.10693, 4.39047], [1.26868, -2.58221, 3.35370], [0.78806, -0.73278, 5.10480], [2.08515, -0.71107, 5.74926], [0.22226, -3.13430, 5.60970], [-0.31765, -4.42573, 5.31574], [-2.98721, -1.53805, 4.89861], [-2.26843, -0.11171, 4.31597], [-1.61063, -0.85832, 5.75472], [2.75651, -0.14029, 5.11468], [2.54185, -1.66572, 5.99452], [1.88255, -0.12037, 6.64028], [-0.11619, -5.12529, 6.12279], [0.06804, -4.84773, 4.38630], [-1.40386, -4.32769, 5.22523], [1.65288, -7.05534, 0.47156], [1.29041, -5.87503, 1.23394], [0.56192, -6.00753, 2.48760], [2.79979, -4.84308, 1.37831], [2.72957, -3.84529, 0.19753], [1.56552, -4.17777, -0.73808], [0.43597, -4.69437, 0.14191], [3.71602, -5.35632, 1.64232], [2.44886, -4.31103, 2.27014], [2.53119, -2.88140, 0.66732], [3.62529, -3.76082, -0.41409], [1.80285, -4.88861, -1.52778], [1.26871, -3.22668, -1.18602], [-0.39535, -5.15297, -0.38124], [0.11537, -3.88546, 0.80078], [-1.61124, -0.68582, -6.85090], [-0.61422, 0.27227, -7.30519], [-0.55365, 0.68859, -8.70199], [-0.62689, 1.74468, -6.24400], [-0.02891, 1.23345, -4.94791], [1.20805, 0.38499, -5.37456], [1.02965, -0.27206, -6.77205], [-1.62226, 2.18120, -6.23713], [0.10071, 2.37038, -6.76543], [0.32803, 1.95169, -4.21067], [-0.75989, 0.62832, -4.40934], [1.40894, -0.36899, -4.61294], [2.09933, 1.01254, -5.38033], [1.02184, -1.35653, -6.77433], [1.69858, 0.20824, -7.47907], [-2.44930, 0.72160, -0.41629], [-1.09450, 0.32026, -0.72745], [-0.73902, -0.39479, -1.93083], [0.01683, 1.80216, -0.60101], [0.20758, 1.98884, 0.87805], [0.42987, 0.59290, 1.55695], [-0.31413, -0.45831, 0.70946], [-0.43276, 2.58019, -1.21022], [0.93701, 1.41295, -1.04153], [1.10826, 2.55047, 1.13990], [-0.60072, 2.59814, 1.28500], [0.04901, 0.62221, 2.57670], [1.49836, 0.40042, 1.61387], [-0.94570, -1.12731, 1.29123], [0.45852, -1.06478, 0.23001], [-4.20266, 3.98715, -5.78537], [-3.84320, 3.04191, -4.83381], [-3.02743, 3.64334, -3.88676], [-2.93874, 4.96552, -4.25797], [-3.64181, 5.18493, -5.41191], [-4.92227, 3.87015, -6.57915], [-4.25500, 2.04358, -4.87957], [-2.54092, 3.28192, -2.99776], [-2.55724, 5.70076, -3.69266], [-3.76247, 6.13134, -5.91120], [-3.50564, -2.48008, 0.67311], [-2.68527, -3.64771, 0.64716], [-2.64400, -4.19279, 1.89770], [-3.36180, -3.39117, 2.73065], [-3.82596, -2.31926, 1.98721], [-3.65934, -1.80104, -0.14725], [-2.22104, -4.08427, -0.22063], [-2.16610, -5.08744, 2.26675], [-3.43183, -3.43960, 3.72617], [-4.42272, -1.54802, 2.45174], [-5.27808, -3.02485, -4.12418], [-4.61161, -2.18172, -3.20558], [-3.54017, -1.63291, -3.87718], [-3.53863, -2.09730, -5.16943], [-4.56544, -2.97854, -5.30496], [-6.21874, -3.54596, -4.05166], [-4.93235, -2.08026, -2.18066], [-2.84927, -0.85489, -3.59207], [-2.88541, -1.74871, -5.85396], [-4.74166, -3.51230, -6.22496], [2.96699, 4.02002, 4.84653], [2.20979, 2.94606, 4.32325], [0.97256, 3.44958, 4.00306], [0.91504, 4.75665, 4.40220], [2.15214, 5.12061, 4.86923], [4.02080, 3.98617, 5.07139], [2.51120, 1.91536, 4.28959], [0.08202, 2.98307, 3.61322], [0.16897, 5.41036, 4.26464], [2.27261, 6.15611, 5.14562]], "atomic_forces_ev_per_a": [[0.2, 0.6, 0.4], [-0.5, -0.6, 0.2], [-0.2, -0.9, -0.1], [0.0, 0.5, 0.2], [0.2, 0.4, -0.1], [0.7, -0.4, -0.4], [-0.4, 0.6, -0.8], [1.4, -1.4, 1.8], [-0.2, -0.1, -0.1], [-0.1, -0.1, 0.0], [0.1, -0.1, -0.1], [-0.2, 0.1, 0.1], [0.0, 0.1, 0.2], [-0.3, 0.1, 0.1], [0.1, 0.3, -0.1], [-0.7, 0.4, -0.5], [-0.4, 0.3, -0.8], [-0.8, 0.4, -1.0], [1.1, -0.3, 0.6], [0.2, -0.7, 0.4], [-0.8, 0.6, -0.4], [0.1, 1.1, 0.3], [0.0, -0.5, 0.2], [-0.6, -1.1, -0.4], [0.9, 1.5, -1.0], [0.0, -0.2, 0.4], [0.1, 0.1, 0.0], [0.3, -0.3, 0.3], [0.3, 0.2, 0.1], [-0.3, -0.1, -0.1], [0.1, 0.2, -0.3], [-0.1, -0.4, 0.4], [-0.3, -0.2, 0.0], [-0.5, -0.3, 0.6], [-0.1, 0.3, 0.1], [-1.2, 0.0, -0.1], [-0.2, -0.9, -0.1], [0.3, 0.3, 0.2], [0.3, 0.9, -0.2], [-0.6, -1.1, -0.7], [1.0, -0.1, 0.4], [-1.5, 0.4, -1.2], [0.2, -0.1, -0.5], [0.0, 0.3, 0.1], [0.1, -0.1, 0.4], [0.4, 0.3, 0.0], [0.1, 0.3, 0.5], [-0.1, 0.1, 0.0], [0.3, -0.5, 0.4], [0.2, -0.3, 0.7], [0.8, 0.1, -0.1], [-1.2, 0.8, 0.6], [0.9, 0.4, -0.1], [0.3, -0.2, 0.7], [-0.4, 0.3, -0.4], [-0.3, -1.5, -0.5], [-0.3, 1.2, 0.1], [0.3, 0.6, 0.0], [-0.6, -0.5, -0.4], [0.3, -0.5, -0.1], [0.5, -0.1, -0.4], [0.3, -0.3, -0.1], [0.1, -0.1, 0.0], [-0.4, -0.2, -0.1], [0.4, -0.2, 0.2], [0.2, 0.3, 0.2], [0.1, 0.2, 0.0], [0.0, -0.1, 0.0], [-0.5, 0.1, 0.3], [0.6, -0.1, -0.9], [0.5, 0.0, -0.5], [-1.8, 0.7, 0.8], [0.4, -0.4, 0.1], [-0.6, 0.4, 0.2], [0.8, 0.0, 0.4], [-0.1, -0.4, -0.5], [0.6, 0.3, 0.1], [0.1, 0.1, -0.2], [0.3, -0.1, 0.4], [0.2, 0.0, 0.1], [-0.2, -0.2, -0.3], [0.0, -0.2, 0.1], [-0.3, -0.1, 0.0], [0.5, 0.5, -0.3], [0.2, 0.6, -0.6], [-0.4, -0.6, 1.1], [0.4, -0.3, -0.3], [0.2, -0.8, 0.0], [0.1, -0.5, 0.4], [-0.8, 1.0, 0.6], [0.0, 0.0, 0.1], [-0.2, 0.3, 0.0], [-0.2, 0.5, -0.4], [0.0, -0.2, -0.1], [-0.1, -0.1, 0.0], [-0.1, 0.1, -0.2], [0.2, 0.0, -0.1], [0.1, -0.5, -0.2], [0.4, -0.3, -0.4], [1.1, 1.2, 1.3], [-0.6, -0.1, 0.0], [-0.3, -1.6, -0.3], [0.6, 0.6, 0.8], [-1.4, 0.8, -0.5], [1.1, -0.7, 0.0], [0.1, 0.2, 0.2], [0.0, 0.3, -0.3], [0.0, 0.3, -0.5], [-0.3, -0.5, 0.2], [0.0, -0.1, 0.0], [0.0, -0.2, -0.1], [-0.4, 0.2, -0.3], [-0.2, -0.3, 0.0], [-0.3, 1.2, -0.3], [0.2, -1.0, 0.7], [-0.7, 0.2, -0.7], [0.1, 0.2, -0.2], [-0.3, -0.4, -0.1], [0.2, -0.1, -0.2], [0.5, -0.2, 0.4], [-0.1, -0.1, 0.0], [0.2, 0.0, 0.0], [0.3, 0.2, 0.3], [1.2, -0.4, 0.5], [-0.2, -0.4, -0.6], [0.3, -0.4, 0.3], [-0.3, 1.1, -1.0], [-0.9, 0.3, 0.8], [-0.3, 0.1, 0.1], [-0.1, 0.0, -0.1], [0.1, 0.0, -0.1], [0.0, -0.2, 0.1], [0.0, 0.0, 0.0], [0.3, -0.1, -1.0], [-0.1, -0.2, -0.1], [-0.2, 0.5, 0.0], [0.0, 0.0, 1.1], [-0.5, 0.0, -0.3], [0.1, -0.2, 0.4], [0.3, 0.4, 0.0], [0.1, -0.2, 0.2], [-0.1, -0.3, -0.2], [0.0, 0.1, 0.0], [0.2, 0.3, 0.0], [-0.4, 0.2, -0.1], [-0.7, -0.3, 0.4], [1.0, -0.3, -0.3], [-0.4, 0.4, 0.1], [-0.1, 0.1, 0.3], [0.0, -0.1, -0.3], [0.1, -0.2, 0.0], [-0.2, -0.1, -0.1], [0.4, -0.1, 0.1]], "molar_mass_g_mol": 1189.18, "e_tot_ha": -6006.687608, "smiles": "COP(=O)(OC)OC.COP(=O)(OC)OC.COP(=O)(OC)OC.COP(=O)(OC)OC.O=S1(=O)CCCC1.O=S1(=O)CCCC1.O=S1(=O)CCCC1.c1cc[nH]c1.c1cc[nH]c1.c1cc[nH]c1.c1cc[nH]c1"}